The following is a quantum chemistry calculation of a gas-phase ion, C6H11N (charge +1), from the OMol25 dataset.

Summary:
**HOMO level (spin up / spin down)**: -13.75 / -13.59 eV
**Expectation value of S²**: 0.77
**HOMO-LUMO gap (spin up / spin down)**: 9.6 / 5.5 eV
**Multiplicity**: 2
**Total charge**: +1
**ΔE to the lowest compared entry with this formula, charge and spin**: 2.521 eV

Last column: Löwdin spin population.
Geometry (Å):
C -0.163 -1.632 2.713  0.05
N -1.631 -0.044 0.302  0.02
C -0.317 -0.427 0.439  0.21
C 0.369 -0.989 1.450  0.32
C 1.160 1.708 -2.558  0.03
C 0.235 1.201 -1.434  0.19
C 0.348 0.026 -0.866  0.09
H 0.582 -1.362 3.561  0.01
H -1.236 -1.443 2.991  0.00
H -0.064 -2.698 2.550  0.02
H -2.296 -0.621 -0.255  0.00
H -1.729 0.975 0.139  0.01
H 1.455 -0.894 1.393  0.01
H 0.840 1.503 -3.576  0.01
H 1.187 2.814 -2.534  0.00
H 2.215 1.384 -2.498  0.00
H -0.493 2.052 -1.241  0.00
H 1.156 -0.719 -1.118  0.00


The following is a quantum chemistry calculation of 13 unconnected molecules or ions with the total composition C4H36NO13S2, from the OMol25 dataset.

Summary:
**HOMO level**: -11.12 eV
**HOMO-LUMO gap**: 9.0 eV
**Total charge**: +1

Last column: natural (NBO) charge in e.
Geometry (Å):
N 1.711 -0.254 0.606  -0.72
C 0.600 0.799 0.369  -0.09
C 1.289 1.855 -0.483  -0.09
O 0.604 3.053 -0.680  -0.73
C -0.705 0.294 -0.230  -0.57
S -2.184 -0.033 0.914  0.13
S -1.425 -1.172 2.256  0.07
C -1.692 -2.954 1.738  -0.75
H 1.617 -1.062 -0.083  0.47
H 1.684 -0.612 1.563  0.46
H 2.527 0.329 0.493  0.44
H 0.343 1.103 1.426  0.23
H 2.263 2.201 0.018  0.19
H 1.418 1.374 -1.467  0.18
H 0.090 3.211 0.182  0.50
H -0.589 -0.620 -0.785  0.24
H -0.961 1.138 -0.947  0.24
H -1.517 -3.136 0.725  0.22
H -2.720 -3.230 1.696  0.23
H -1.251 -3.639 2.464  0.23
H -0.897 0.959 4.522  0.48
H -1.849 1.930 3.778  0.51
O -1.051 1.353 3.640  -1.00
H 2.590 0.854 3.843  0.48
H 3.851 0.257 3.199  0.49
O 2.950 0.590 3.028  -0.96
H -3.687 3.210 3.052  0.49
H -2.320 3.778 2.746  0.48
O -2.855 3.475 3.488  -0.95
H -3.928 2.001 -2.269  0.49
H -2.457 1.789 -2.366  0.49
O -3.271 1.351 -2.029  -0.96
H -0.830 1.447 -5.414  0.47
H -0.936 0.108 -5.570  0.46
O -1.531 0.795 -5.238  -0.92
H -3.402 -0.504 -1.996  0.51
H -4.052 -1.830 -2.502  0.48
O -3.439 -1.451 -1.842  -0.97
H 4.815 0.925 -1.423  0.48
H 4.784 2.302 -0.873  0.48
O 4.463 1.425 -0.683  -0.95
H 1.198 -4.410 -3.383  0.48
H 0.067 -3.413 -3.211  0.52
O 0.866 -3.778 -2.772  -0.97
H 2.740 -3.777 1.682  0.48
H 2.250 -3.197 3.033  0.48
O 2.477 -2.997 2.134  -0.96
H 2.940 -2.679 -0.978  0.48
H 1.642 -2.628 -1.860  0.52
O 2.290 -2.106 -1.314  -0.99
H -0.942 -1.097 -3.717  0.48
H -1.929 -1.851 -2.753  0.51
O -1.014 -1.800 -3.092  -1.01
H -0.372 4.202 2.649  0.49
H -0.065 2.678 2.643  0.51
O -0.200 3.441 2.071  -0.99


The following is a quantum chemistry calculation of a gas-phase ion, C6H6N3O2 (charge -1), from the OMol25 dataset.

Summary:
**HOMO level (spin up / spin down)**: -3.18 / -3.18 eV
**HOMO-LUMO gap (spin up / spin down)**: 6.8 / 6.8 eV
**Total charge**: -1
**ΔE to the lowest compared entry with this formula, charge and spin**: 8.943 eV

Last column: natural (NBO) charge in e.
Geometry (Å):
C 0.962 -0.135 -0.516  -0.24
C 2.179 -0.416 0.068  -0.08
C 1.763 -0.988 2.312  0.01
C -0.374 -0.120 0.184  -0.21
C -0.610 -0.675 1.445  0.30
C -1.619 0.579 -0.330  -0.63
N 2.504 -0.613 1.370  -0.51
N -1.665 -1.088 2.045  -0.43
N -2.118 -0.859 3.237  0.60
O -2.531 -1.875 3.852  -0.47
O -2.241 0.293 3.732  -0.48
H 0.767 -0.014 -1.612  0.20
H 3.070 -0.302 -0.461  0.17
H 2.031 -0.743 3.355  0.14
H -1.585 0.741 -1.384  0.19
H -2.420 -0.037 -0.254  0.21
H -1.611 1.395 0.336  0.23


The following is a quantum chemistry calculation of 9 unconnected molecules or ions with the total composition C31H57IO29, from the OMol25 dataset.

Summary:
**HOMO level**: -10.12 eV
**Structure (SMILES)**: O=C(O)CCC[C@@H]1OC(=O)O[C@H]1I.COC(=O)OC.COC(=O)OC.COC(=O)OC.COC(=O)OC.COC(=O)OC.COC(=O)OC.COC(=O)OC.COC(=O)OC
**HOMO-LUMO gap**: 9.8 eV
**Total charge**: 0

Last column: Mulliken charge in e.
Geometry (Å):
O 8.234 3.563 3.629  -0.43
C 7.962 2.401 2.974  0.09
O 9.071 1.450 2.738  -0.45
C 6.399 2.124 2.474  0.03
C 5.631 0.998 3.385  -0.62
C 4.092 0.664 2.931  -0.79
C 2.963 1.730 3.457  0.27
O 1.907 1.897 2.404  -0.20
C 2.577 2.795 1.408  0.38
O 2.530 2.630 0.060  -0.54
O 3.304 3.800 2.216  -0.21
C 3.337 3.317 3.634  -0.48
I 1.852 4.660 4.564  0.05
H 9.132 1.388 1.722  0.35
H 6.463 1.797 1.332  0.40
H 5.883 3.189 2.473  0.03
H 5.646 1.340 4.504  0.25
H 6.235 -0.027 3.286  0.37
H 4.054 0.455 1.761  0.33
H 3.816 -0.383 3.432  0.31
H 2.428 1.296 4.432  0.42
H 4.370 3.387 4.191  0.36
C -2.895 -1.159 6.383  -0.68
O -1.718 -0.840 5.643  -0.27
C -1.956 -0.330 4.408  0.70
O -3.055 -0.134 3.912  -0.57
O -0.760 -0.074 3.821  -0.13
C -0.856 0.472 2.506  -0.55
H -2.586 -1.559 7.352  0.25
H -3.497 -0.262 6.556  0.30
H -3.480 -1.926 5.865  0.30
H -1.377 1.435 2.525  0.32
H -1.360 -0.230 1.834  0.35
H 0.159 0.637 2.134  0.07
C 6.630 9.716 1.822  -0.68
O 6.235 8.449 2.343  -0.25
C 7.110 7.912 3.230  0.58
O 8.161 8.416 3.595  -0.57
O 6.614 6.718 3.642  -0.05
C 7.437 6.035 4.585  -0.59
H 5.857 10.050 1.124  0.24
H 6.711 10.456 2.625  0.28
H 7.574 9.631 1.275  0.29
H 7.551 6.627 5.499  0.37
H 8.414 5.803 4.149  0.31
H 6.944 5.094 4.845  0.09
C -1.220 -3.501 4.199  -0.76
O -0.699 -4.799 3.920  -0.35
C -0.699 -5.641 4.983  0.69
O -1.095 -5.377 6.108  -0.56
O -0.183 -6.829 4.580  -0.22
C -0.121 -7.821 5.603  -0.73
H -1.171 -2.912 3.279  0.27
H -2.266 -3.564 4.513  0.32
H -0.615 -2.998 4.961  0.32
H -1.124 -8.057 5.973  0.33
H 0.527 -7.491 6.421  0.29
H 0.307 -8.728 5.169  0.24
C -3.773 -6.133 -1.705  -0.53
O -2.601 -6.696 -1.118  -0.31
C -2.502 -6.508 0.222  0.70
O -3.309 -5.920 0.925  -0.55
O -1.351 -7.089 0.644  -0.32
C -1.114 -6.970 2.046  -0.42
H -3.748 -6.342 -2.778  0.13
H -4.673 -6.592 -1.285  0.29
H -3.790 -5.047 -1.567  0.29
H -1.908 -7.463 2.615  0.28
H -1.025 -5.917 2.334  0.23
H -0.168 -7.469 2.272  0.31
C -6.078 -3.476 -7.040  -0.72
O -5.687 -4.738 -7.576  -0.26
C -5.474 -5.699 -6.643  0.76
O -5.590 -5.564 -5.435  -0.53
O -5.111 -6.838 -7.286  -0.30
C -4.853 -7.943 -6.422  -0.62
H -6.221 -2.784 -7.875  0.20
H -7.026 -3.563 -6.500  0.33
H -5.296 -3.073 -6.389  0.35
H -5.752 -8.209 -5.857  0.29
H -4.021 -7.719 -5.746  0.27
H -4.572 -8.798 -7.043  0.22
C -3.629 -4.191 -9.227  -0.57
O -2.495 -4.205 -10.092  -0.32
C -2.130 -2.982 -10.553  0.72
O -2.678 -1.924 -10.291  -0.55
O -1.049 -3.142 -11.357  -0.32
C -0.551 -1.929 -11.918  -0.61
H -3.832 -5.221 -8.919  0.25
H -3.423 -3.598 -8.330  0.30
H -4.511 -3.809 -9.751  0.33
H -0.221 -1.245 -11.129  0.29
H -1.309 -1.456 -12.551  0.29
H 0.313 -2.175 -12.543  0.22
C 3.527 7.397 9.729  -0.60
O 4.704 7.716 8.989  -0.32
C 4.466 8.227 7.754  0.78
O 3.368 8.422 7.259  -0.56
O 5.662 8.482 7.167  -0.33
C 5.566 9.028 5.853  -0.60
H 3.836 6.997 10.699  0.22
H 2.925 8.294 9.902  0.29
H 2.942 6.630 9.211  0.27
H 5.045 9.991 5.871  0.43
H 5.062 8.327 5.180  0.26
H 6.581 9.193 5.480  0.17
C -6.246 0.976 -10.320  -0.47
O -6.696 1.779 -9.230  -0.31
C -7.831 1.330 -8.637  0.81
O -8.461 0.334 -8.956  -0.55
O -8.143 2.180 -7.627  -0.32
C -9.323 1.829 -6.907  -0.60
H -5.333 1.428 -10.718  0.22
H -6.008 -0.037 -9.980  0.16
H -6.995 0.952 -11.117  0.28
H -9.208 0.850 -6.431  0.28
H -10.195 1.839 -7.569  0.28
H -9.477 2.577 -6.124  0.22